Record 1
Formula: C24H29FN4O3
Source: the Open Molecules 2025 dataset
Level of theory: ωB97M-V/def2-TZVPD

```
61
Properties=species:S:1:pos:R:3:forces:R:3
O 0.407192 3.873867 0.019873 -0.171 0.217 -0.250
C 0.937030 3.023404 0.694686 -0.064 -0.070 0.544
C 0.360281 2.511887 2.005217 -0.195 -0.053 -0.222
C -0.226178 1.119035 1.762410 0.054 0.058 0.236
C -0.702009 0.431606 3.048407 0.134 -0.056 -0.132
C -0.972574 -1.003299 2.651543 0.034 0.368 0.281
O -0.072092 -1.827534 2.637465 0.259 -0.111 0.118
N -2.196039 -1.298767 2.142993 -0.240 -0.276 -0.076
C -2.355405 -2.562875 1.432173 0.104 -0.305 -0.163
C -1.833610 -2.433269 -0.010067 -0.049 -0.186 0.604
O -2.584764 -2.307670 -0.957446 -0.354 0.072 -0.367
N -0.496375 -2.446234 -0.097234 0.470 -0.079 -0.059
C 0.215416 -2.228076 -1.341524 0.090 0.114 0.018
C 0.742093 -0.792155 -1.431036 -0.234 -0.117 -0.343
C 1.466775 -0.579026 -2.755608 0.250 0.086 0.246
C 2.626416 -1.561066 -2.882822 -0.207 -0.043 -0.272
C 2.118723 -2.996677 -2.781737 0.237 0.074 0.240
C 1.373392 -3.215850 -1.467697 -0.251 -0.031 -0.303
C -3.318404 -0.443956 2.187795 -0.246 0.374 0.256
C -3.977297 -0.063207 1.023104 0.027 0.078 0.130
C -5.097586 0.746780 1.084561 -0.054 0.006 -0.050
C -5.581967 1.186474 2.304784 0.041 -0.033 0.009
C -4.954578 0.800989 3.477222 0.131 -0.077 0.069
C -3.842902 -0.014890 3.406573 -0.053 -0.060 -0.092
F -3.251770 -0.410907 4.556309 -0.046 0.047 -0.201
N 2.089972 2.373923 0.354724 0.243 -0.195 0.202
C 2.818805 2.428472 -0.827160 0.135 0.060 -0.393
C 2.520387 3.282365 -1.888050 -0.092 0.076 -0.008
C 3.322081 3.211862 -3.012095 0.119 -0.189 0.139
C 4.379435 2.312326 -3.044000 -0.032 0.044 -0.060
C 4.588378 1.514793 -1.931918 0.097 0.047 -0.244
N 3.830723 1.565748 -0.850580 -0.196 -0.065 0.389
H 1.140533 2.465661 2.766943 0.031 -0.002 0.050
H -0.418832 3.198437 2.336219 0.103 0.054 -0.033
H 0.533686 0.483315 1.301828 -0.075 -0.015 -0.035
H -1.061629 1.199782 1.062295 0.034 -0.030 -0.069
H -1.563067 0.948354 3.460995 0.003 0.005 0.037
H 0.100940 0.427725 3.786470 -0.062 -0.066 -0.005
H -1.789843 -3.329392 1.968061 -0.117 0.057 -0.049
H -3.413624 -2.824249 1.406311 0.155 0.042 -0.041
H 0.045746 -2.488359 0.758338 -0.185 -0.021 0.019
H -0.512153 -2.394921 -2.143171 0.125 0.011 0.056
H 1.439799 -0.614777 -0.608511 0.033 0.034 0.121
H -0.088628 -0.089498 -1.337685 -0.034 0.017 0.097
H 1.836155 0.446547 -2.812747 -0.033 0.054 -0.073
H 0.766262 -0.729720 -3.579583 -0.049 0.038 -0.088
H 3.346922 -1.368901 -2.084856 0.093 0.022 0.042
H 3.135997 -1.413003 -3.836774 0.092 0.019 0.011
H 2.955695 -3.694188 -2.849064 -0.034 -0.059 -0.071
H 1.444350 -3.200791 -3.616217 -0.014 -0.059 -0.073
H 2.058339 -3.068502 -0.629001 0.056 -0.024 0.102
H 0.991390 -4.237238 -1.418040 -0.005 -0.013 0.091
H -3.614117 -0.419149 0.071560 0.080 -0.062 -0.105
H -5.593061 1.034675 0.170762 -0.044 0.025 -0.091
H -6.453563 1.820319 2.349250 -0.083 0.064 0.009
H -5.320697 1.108439 4.443934 -0.012 0.024 0.110
H 2.468996 1.693953 1.001943 -0.099 0.095 -0.083
H 1.689608 3.963141 -1.819670 -0.034 0.025 0.024
H 3.123161 3.853951 -3.857439 -0.028 0.051 -0.050
H 5.021409 2.233960 -3.906587 0.076 -0.028 -0.064
H 5.396678 0.796357 -1.896430 0.089 -0.033 -0.085
```
Positions in Å, forces in eV/Å.

Properties
Net charge   0
SMILES   O=C(CCCC(=O)N(CC(=O)NC1CCCCC1)c1ccccc1F)Nc1ccccn1
Relative energy (zero: lowest compared OMol25 entry of this formula, charge and spin)   2.4 kcal per mole
Energy   -1476.65278 hartree
E_LUMO   0.71 eV
Max |F|   0.012 Eh/bohr
Spin multiplicity   1
HOMO-LUMO gap   9.70 eV

Record 2
Formula: C6H5N
Source: the Open Molecules 2025 dataset
Level of theory: ωB97M-V/def2-TZVPD

```
12
Properties=species:S:1:pos:R:3:forces:R:3
C -1.627364 -0.271464 -2.111051 5.289 3.159 0.879
C -0.568018 0.361710 -1.975308 -4.274 -2.565 -1.035
C 0.547637 1.056317 -2.308040 1.862 1.554 -0.242
N 1.463677 1.703640 -2.604375 -0.767 -0.693 0.295
H -2.380331 -0.936948 -1.997564 -2.103 -1.465 0.114
C 0.502525 -1.551079 1.480022 -0.483 -0.308 0.404
C 0.353998 -0.294345 1.672990 -0.068 2.969 0.257
C 0.248191 1.026722 1.649311 0.666 -2.443 3.332
H 1.426866 -2.012397 1.620277 1.612 -0.581 -0.394
H -0.323180 -2.191501 1.363674 -1.069 -0.729 0.121
H 0.035083 1.363631 0.734957 -0.327 1.839 -3.550
H 0.320915 1.745714 2.475109 -0.338 -0.738 -0.181
```
Positions in Å, forces in eV/Å.

Properties
Net charge   0
SMILES   C#CC#N.C=C=C
Relative energy (zero: lowest compared OMol25 entry of this formula, charge and spin)   93.0 kcal per mole
Energy   -286.19496 hartree
E_LUMO   0.08 eV
Max |F|   0.121 Eh/bohr
Spin multiplicity   1
HOMO-LUMO gap   9.58 eV

Record 3
Formula: C46H39BrN5O3S2W
Source: the Open Molecules 2025 dataset
Level of theory: ωB97M-V/def2-TZVPD

```
97
Properties=species:S:1:pos:R:3:forces:R:3
W -0.450751 0.607835 -0.361393 -0.345 -0.589 0.022
C -2.067712 5.879895 1.121930 0.044 0.062 0.018
S -3.008661 4.358717 1.298052 -0.049 -0.052 0.030
C -1.822427 3.186564 0.803380 0.008 -0.036 -0.103
S -2.372284 1.517679 0.817836 -0.049 -0.005 -0.097
N -0.639575 3.542578 0.466376 0.080 0.037 0.022
N 0.158916 2.483346 0.047177 -0.071 -0.053 0.073
C 1.435139 2.806281 -0.199826 0.125 -0.020 -0.051
C 2.242993 1.803362 -0.755919 -0.069 0.076 0.062
C 3.588391 1.985639 -1.118562 0.071 -0.031 -0.027
C 4.267983 0.964270 -1.722318 -0.060 -0.007 0.020
C 3.601970 -0.250388 -1.976206 0.026 0.064 -0.003
C 2.297869 -0.383238 -1.592054 0.006 -0.033 -0.053
N 1.613713 0.603617 -0.971091 -0.086 -0.026 -0.014
H -2.742919 6.683395 1.409217 -0.013 -0.008 0.005
H -1.750250 6.015103 0.091434 0.003 -0.013 -0.004
H -1.201182 5.874983 1.777924 -0.002 -0.002 -0.005
H 1.779966 3.805688 0.021771 0.004 -0.006 -0.011
H 4.059764 2.936786 -0.913160 0.000 0.006 -0.003
H 5.303359 1.089424 -2.007886 0.007 -0.001 -0.004
H 4.096648 -1.070492 -2.475088 0.008 -0.003 -0.001
H 1.749568 -1.293314 -1.789786 0.030 0.029 -0.014
O -1.072818 0.981168 -2.025811 0.297 0.655 -0.390
C -1.309744 0.652685 -3.387169 -0.190 -0.276 0.116
C -2.066782 -0.678630 -3.311330 0.034 0.015 -0.016
C -1.335295 -1.829858 -2.661026 -0.081 0.113 -0.061
C -1.364559 -3.051264 -3.319887 0.006 -0.120 -0.020
C -0.744354 -4.152401 -2.767158 0.016 0.108 0.052
C -0.110189 -3.994770 -1.548535 -0.088 0.001 -0.072
C -0.119189 -2.759475 -0.919735 -0.051 0.016 -0.043
C 0.574042 -2.670787 0.417202 0.132 -0.089 0.029
C -0.240518 -1.924469 1.465716 0.079 0.020 0.054
O -0.222024 -0.570347 1.038166 -0.120 -0.032 0.226
C 0.359338 -1.946797 2.867845 0.030 -0.020 -0.038
C -0.294307 -1.203907 3.849014 -0.018 0.035 0.004
C 0.152232 -1.222533 5.157208 0.010 -0.062 0.004
C 1.261007 -1.987698 5.505344 -0.039 -0.018 -0.005
C 1.923318 -2.714752 4.532119 -0.018 -0.014 -0.003
C 1.474860 -2.692800 3.214566 -0.013 -0.004 0.000
C -1.647461 -2.525763 1.513213 -0.006 -0.022 0.037
C -2.757110 -1.956371 0.911001 -0.068 0.004 -0.017
C -3.991948 -2.594386 0.946520 0.008 0.000 0.000
C -4.126639 -3.822102 1.571305 0.036 -0.004 0.006
C -3.016386 -4.407361 2.167947 -0.028 0.010 -0.015
C -1.791913 -3.762577 2.142380 0.008 0.016 0.022
N -0.725528 -1.677790 -1.470050 0.339 0.188 0.274
C -2.222667 1.714872 -3.981536 -0.028 0.017 0.010
C -2.309804 1.858260 -5.362211 0.020 -0.020 0.015
C -3.182133 2.783079 -5.913437 -0.014 0.019 0.005
C -3.968924 3.576137 -5.088994 0.004 -0.002 -0.018
C -3.882735 3.435923 -3.712918 0.023 -0.025 0.024
C -3.015213 2.504369 -3.156928 -0.030 0.022 -0.021
C 0.041076 0.624119 -4.084213 -0.014 -0.062 -0.045
C 0.459018 -0.427762 -4.887158 0.006 0.040 0.027
C 1.699383 -0.382550 -5.516717 0.002 0.012 -0.004
C 2.524628 0.716452 -5.350516 -0.020 -0.005 0.007
C 2.103553 1.779847 -4.559000 0.004 -0.004 0.007
C 0.870626 1.733906 -3.934400 0.020 0.033 0.005
H -2.392572 -0.983382 -4.305251 0.020 0.015 -0.011
H -2.974837 -0.464232 -2.739468 -0.005 -0.014 -0.005
H -1.879313 -3.124454 -4.268237 0.001 0.009 0.002
H -0.756531 -5.109970 -3.270129 -0.005 -0.004 0.005
H 0.378316 -4.829000 -1.065350 0.003 0.005 0.006
H 1.552054 -2.184613 0.326772 -0.037 0.000 0.026
H 0.744888 -3.691460 0.756610 0.030 0.008 -0.017
H -1.165685 -0.616160 3.578857 0.016 -0.010 0.006
H -0.369408 -0.648666 5.912403 -0.007 0.005 0.003
H 1.604818 -2.008574 6.531213 0.011 0.000 -0.001
H 2.792420 -3.305759 4.790318 0.002 -0.002 0.003
H 2.013988 -3.265779 2.472614 0.006 -0.015 -0.018
H -2.687646 -1.009608 0.396074 0.025 0.028 0.022
H -4.846312 -2.120423 0.480916 -0.012 -0.009 0.005
H -5.087076 -4.318786 1.599105 -0.003 -0.002 0.003
H -3.106524 -5.363469 2.666334 -0.006 -0.002 -0.001
H -0.941088 -4.216580 2.637137 -0.001 0.002 0.000
H -1.683127 1.256288 -6.009895 -0.002 0.000 -0.003
H -3.241277 2.890900 -6.988273 -0.001 -0.001 -0.004
H -4.644804 4.302877 -5.519417 -0.001 0.000 -0.005
H -4.491512 4.050679 -3.062940 -0.006 0.004 -0.003
H -2.959568 2.399822 -2.080705 0.010 -0.009 0.011
H -0.176779 -1.286753 -5.047719 -0.029 -0.035 0.013
H 2.009909 -1.206272 -6.146005 0.004 -0.004 -0.002
H 3.486329 0.754604 -5.844999 0.003 -0.002 -0.004
H 2.735308 2.650213 -4.437713 0.005 0.003 -0.001
H 0.537312 2.570796 -3.330489 -0.006 -0.009 -0.003
O 2.556991 1.244386 6.500205 -0.001 -0.018 0.005
C 2.262377 1.303375 5.186695 -0.014 0.068 -0.086
C 1.223671 2.074302 4.669059 0.016 -0.004 0.023
C 0.999739 2.038213 3.307273 0.011 -0.054 -0.024
N 1.726918 1.308550 2.456719 -0.007 0.072 0.018
C 2.701032 0.600729 2.982801 0.063 0.009 -0.052
Br 3.749638 -0.402977 1.745544 0.019 -0.027 0.035
C 3.037121 0.544282 4.319713 -0.016 0.018 0.009
H 1.978184 1.831161 6.999581 -0.004 0.008 0.018
H 0.598871 2.677870 5.315554 -0.007 0.009 -0.008
H 0.193613 2.614408 2.864999 0.008 0.022 0.037
H 3.849604 -0.061837 4.690069 0.003 -0.002 -0.018
```
Positions in Å, forces in eV/Å.

Properties
Net charge   +1
Relative energy (zero: lowest compared OMol25 entry of this formula, charge and spin)   6.6 kcal per mole
Energy   -5713.21964 hartree
E_LUMO (spin up / spin down)   -2.91 / -3.58 eV
Max |F|   0.016 Eh/bohr
Spin multiplicity   3
HOMO-LUMO gap (spin up / spin down)   6.32 / 7.19 eV

Q: Which of these has the highest relative energy (zero: lowest compared OMol25 entry of this formula, charge and spin)?
A: C6H5N

Q: Among the records above, which one has the lowest energy?
A: C46H39BrN5O3S2W

Q: Which formula does entry 2 have?
A: C6H5N

Q: Which of these has the lowest energy?
A: C46H39BrN5O3S2W